(1)
Computed, not measured: C11H13Br9F6O4 as an isolated structure at a distorted geometry, with ωB97M-V with the def2-TZVPD basis set.

Calculated values
LUMO energy	-0.77	eV
maximum force	8.1	eV/A
energy relative to the best compared isomer or geometry (same formula, charge and spin)	267.00	kcal per mole
HOMO level	-8.885	eV

Geometry as ORCA input:
```
! RIJCOSX wB97M-V def2-TZVPD def2/J DEFGRID3
* xyz 0 1
C -12.888 -5.321 13.788
Br -13.225 -5.689 15.704
Br -11.180 -6.144 13.583
Br -12.791 -3.417 13.363
H -13.759 -5.721 13.268
C -14.632 -8.413 13.657
Br -15.228 -6.531 13.684
Br -13.069 -8.790 14.927
Br -14.138 -8.861 11.785
H -15.521 -8.945 13.997
C -17.880 -9.573 13.746
Br -17.897 -8.359 12.320
Br -18.228 -11.387 12.951
Br -19.229 -8.942 15.141
H -16.962 -9.668 14.325
C -17.956 -6.185 13.905
C -17.278 -5.786 15.170
O -16.859 -6.943 15.886
C -15.860 -6.844 16.784
O -15.186 -5.828 17.048
C -15.538 -8.146 17.579
F -15.403 -9.124 16.601
F -14.321 -8.132 18.077
F -16.466 -8.397 18.459
H -18.535 -7.105 13.985
H -17.248 -6.416 13.109
H -18.652 -5.398 13.614
H -17.960 -5.259 15.837
H -16.471 -5.107 14.893
C -14.541 -12.287 15.913
C -13.837 -11.533 14.819
O -14.225 -11.963 13.543
C -15.225 -11.289 12.922
O -15.810 -10.260 13.315
C -15.346 -11.620 11.475
F -14.281 -12.341 11.021
F -16.432 -12.396 11.349
F -15.435 -10.484 10.688
H -14.113 -13.284 16.019
H -15.615 -12.193 15.752
H -14.416 -11.856 16.907
H -12.749 -11.536 14.874
H -14.027 -10.496 15.096
*
```



(2)
Computed, not measured: a single C3H3N3O molecule at a distorted geometry, with ωB97M-V with the def2-TZVPD basis set.

Calculated values
LUMO energy (spin up / spin down)	-1.38 / -1.39	eV
maximum force	1.1	eV/A
energy relative to the best compared isomer or geometry (same formula, charge and spin)	115.47	kcal per mole
HOMO level (spin up / spin down)	-9.102 / -9.098	eV

Geometry as ORCA input:
```
! RIJCOSX wB97M-V def2-TZVPD def2/J DEFGRID3
* xyz 0 1
N -0.400 -1.897 0.557
C -0.178 -0.588 0.281
N 0.429 -1.157 2.138
N 0.170 -0.134 1.635
O 0.196 2.273 0.436
C 0.124 1.684 -0.624
C -0.076 0.238 -0.781
H -0.408 -2.524 -0.251
H 0.242 2.238 -1.577
H -0.085 -0.179 -1.784
*
```



(3)
Computed, not measured: a 11-piece molecular cluster, C33H57F7O37P4 overall at a distorted geometry, with ωB97M-V with the def2-TZVPD basis set.

Calculated values
SMILES string	O=C1OC[C@@H](F)O1.O=C1OC[C@@H](F)O1.O=C1OC[C@@H](F)O1.O=C1OC[C@@H](F)O1.O=C1OC[C@@H](F)O1.O=C1OC[C@@H](F)O1.O=C1OC[C@@H](F)O1.COP(=O)(OC)OC.COP(=O)(OC)OC.COP(=O)(OC)OC.COP(=O)(OC)OC
LUMO energy	-0.23	eV
maximum force	7.5	eV/A
energy relative to the best compared isomer or geometry (same formula, charge and spin)	0.00	kcal per mole
HOMO level	-9.910	eV

Geometry as ORCA input:
```
! RIJCOSX wB97M-V def2-TZVPD def2/J DEFGRID3
* xyz 0 1
C 2.827 -0.661 3.940
C 4.148 -0.007 3.867
O 4.306 0.499 5.108
C 3.151 0.409 5.829
O 2.888 0.654 7.017
O 2.205 -0.114 5.056
F 4.299 1.022 2.989
H 3.030 -1.732 3.925
H 2.310 -0.524 2.990
H 4.951 -0.738 3.776
C 1.437 1.403 -6.123
C 1.654 1.903 -4.687
O 0.514 1.394 -4.139
C 0.134 0.262 -4.718
O -0.662 -0.516 -4.228
O 0.734 0.199 -5.837
F 1.711 3.242 -4.658
H 2.324 1.171 -6.712
H 0.722 2.055 -6.623
H 2.569 1.506 -4.249
C 2.938 -3.978 0.074
C 3.980 -3.197 0.886
O 3.542 -3.359 2.180
C 2.330 -3.920 2.196
O 1.650 -4.205 3.231
O 2.003 -4.348 1.030
F 3.907 -1.926 0.610
H 3.328 -4.890 -0.380
H 2.573 -3.310 -0.706
H 5.017 -3.524 0.808
C 3.478 1.361 -0.005
C 4.173 1.475 -1.393
O 3.650 2.647 -1.842
C 2.461 2.917 -1.259
O 1.703 3.783 -1.605
O 2.242 2.017 -0.240
F 3.709 0.507 -2.157
H 3.941 1.972 0.770
H 3.384 0.357 0.410
H 5.260 1.484 -1.313
C 2.301 -3.114 -4.982
C 2.788 -2.613 -3.619
O 3.329 -1.388 -3.934
C 3.823 -1.421 -5.244
O 4.513 -0.511 -5.838
O 3.381 -2.525 -5.779
F 3.730 -3.409 -3.203
H 1.304 -2.741 -5.216
H 2.422 -4.197 -5.020
H 2.036 -2.550 -2.832
C -1.255 -0.349 -0.718
C 0.028 -1.112 -0.771
O 0.243 -1.305 0.655
C -0.362 -0.301 1.365
O -0.134 -0.101 2.548
O -1.205 0.338 0.535
F 0.959 -0.392 -1.268
H -2.079 -1.053 -0.832
H -1.446 0.252 -1.607
H -0.015 -1.999 -1.402
C -4.960 -0.361 -5.694
C -6.072 0.571 -5.326
O -5.503 1.399 -4.357
C -4.510 0.709 -3.784
O -3.880 0.978 -2.776
O -4.247 -0.427 -4.472
F -7.035 -0.171 -4.809
H -4.203 0.037 -6.369
H -5.222 -1.348 -6.074
H -6.447 1.068 -6.221
C -5.878 -1.820 -1.139
O -4.852 -1.658 -0.197
P -5.186 -1.451 1.350
O -6.275 -2.298 1.803
O -3.763 -1.795 2.026
C -3.459 -3.149 2.163
O -5.217 0.176 1.760
C -4.554 1.062 0.956
H -6.006 -2.887 -1.322
H -5.633 -1.347 -2.091
H -6.818 -1.418 -0.762
H -4.098 -3.593 2.926
H -2.453 -3.323 2.544
H -3.510 -3.725 1.239
H -3.646 1.330 1.495
H -5.109 1.976 0.748
H -4.134 0.744 0.002
C -3.269 -3.404 -3.981
O -2.695 -4.689 -3.888
P -1.135 -4.938 -4.194
O -0.153 -4.260 -3.304
O -1.074 -6.562 -4.230
C 0.231 -7.155 -4.397
O -0.967 -4.541 -5.734
C -1.644 -5.275 -6.751
H -4.044 -3.558 -4.731
H -2.581 -2.576 -4.151
H -3.849 -3.246 -3.072
H 0.211 -8.058 -5.008
H 0.521 -7.416 -3.379
H 1.047 -6.562 -4.809
H -2.462 -5.875 -6.352
H -0.968 -5.892 -7.343
H -2.231 -4.605 -7.379
C 2.670 5.370 5.840
O 1.856 5.850 4.800
P 2.419 5.692 3.297
O 3.796 6.283 3.130
O 2.369 4.125 3.000
C 1.148 3.375 3.276
O 1.247 6.343 2.365
C 1.534 6.547 0.979
H 2.577 5.948 6.759
H 3.725 5.228 5.606
H 2.363 4.375 6.162
H 1.103 2.411 2.770
H 0.268 4.010 3.172
H 1.189 3.146 4.341
H 2.328 5.887 0.630
H 1.952 7.506 0.675
H 0.644 6.413 0.365
C -0.230 5.760 7.426
O -0.895 4.891 6.542
P -1.413 3.380 6.892
O -2.222 3.271 8.104
O -0.059 2.508 6.871
C 0.783 2.518 8.042
O -2.207 2.993 5.491
C -1.762 1.897 4.652
H 0.170 6.607 6.870
H 0.532 5.164 7.929
H -0.852 6.271 8.161
H 0.938 1.493 8.379
H 0.376 3.070 8.890
H 1.575 3.237 7.832
H -2.667 1.345 4.400
H -0.987 1.243 5.052
H -1.418 2.376 3.735
*
```



(4)
Computed, not measured: a 2-piece molecular cluster, C3H5NO overall at a distorted geometry, with ωB97M-V with the def2-TZVPD basis set.

Calculated values
LUMO energy	0.25	eV
maximum force	2.1	eV/A
energy relative to the best compared isomer or geometry (same formula, charge and spin)	107.61	kcal per mole
HOMO level	-8.223	eV

Geometry as ORCA input:
```
! RIJCOSX wB97M-V def2-TZVPD def2/J DEFGRID3
* xyz 0 1
O -0.365 1.807 1.259
C -0.129 0.814 0.638
C -0.800 -0.591 0.532
N 0.286 -0.889 -0.402
C 0.900 0.362 -0.383
H -0.825 -1.186 1.455
H -1.799 -0.584 0.070
H 0.637 -1.778 -0.705
H 1.545 0.878 -1.095
H 0.559 1.352 -1.625
*
```



(5)
Computed, not measured: C15H29CsN4OP2S4 as an isolated structure, with ωB97M-V with the def2-TZVPD basis set.

Calculated values
LUMO energy	3.69	eV
maximum force	0.9	eV/A
HOMO level	-1.231	eV

Geometry as ORCA input:
```
! RIJCOSX wB97M-V def2-TZVPD def2/J DEFGRID3
* xyz -2 1
Cs -0.193 1.134 0.492
C -3.215 -0.955 2.902
P -3.258 -0.270 1.195
C -4.679 0.892 1.395
C -4.098 -1.691 0.354
C -4.137 -1.518 -1.177
P -2.420 -1.028 -1.766
C -2.462 -1.807 -3.439
C -2.823 0.714 -2.258
H -4.213 -1.265 3.227
H -2.816 -0.223 3.607
H -2.554 -1.825 2.923
H -5.541 0.401 1.855
H -4.974 1.302 0.427
H -4.368 1.722 2.033
H -5.084 -1.851 0.803
H -3.483 -2.565 0.590
H -4.880 -0.767 -1.464
H -4.417 -2.455 -1.664
H -3.445 -1.685 -3.903
H -2.234 -2.872 -3.355
H -1.698 -1.353 -4.071
H -3.620 0.711 -3.008
H -1.948 1.229 -2.659
H -3.176 1.277 -1.390
N 1.130 -2.056 1.181
C 1.974 -2.651 0.136
C 3.424 -2.171 0.223
C 3.674 -0.778 -0.362
N 3.332 0.293 0.581
H 1.241 -2.538 2.064
H 0.153 -2.115 0.921
H 1.571 -2.346 -0.831
H 1.954 -3.749 0.158
H 4.049 -2.890 -0.319
H 3.754 -2.192 1.271
H 3.037 -0.650 -1.239
H 4.714 -0.717 -0.705
H 3.242 1.178 0.096
H 4.048 0.402 1.290
S 0.343 3.179 -1.995
C 0.706 2.271 -3.438
C 0.926 3.056 -4.654
N 1.094 3.694 -5.599
C 0.817 0.920 -3.550
S 0.569 -0.241 -2.266
C 1.130 0.361 -4.862
N 1.368 -0.124 -5.881
C 1.818 2.420 6.346
O 0.866 2.360 5.300
C -0.392 1.944 5.588
S -0.758 1.469 7.171
S -1.401 1.905 4.225
H 1.978 1.439 6.794
H 1.503 3.105 7.134
H 2.729 2.777 5.867
*
```



(6)
Computed, not measured: C8H21BClN2O7PS2 as an isolated structure, with ωB97M-V with the def2-TZVPD basis set.

Calculated values
LUMO energy	-0.19	eV
maximum force	0.9	eV/A
HOMO level	-8.233	eV

Geometry as ORCA input:
```
! RIJCOSX wB97M-V def2-TZVPD def2/J DEFGRID3
* xyz 0 1
O 2.396 2.343 -0.600
S 1.490 2.421 -1.744
O 1.901 1.671 -2.907
N 0.063 1.932 -1.144
S -1.229 2.006 -2.045
O -1.850 0.693 -2.179
O -1.079 2.800 -3.241
P -2.801 2.906 -0.743
O -3.344 4.050 -1.763
Cl -1.668 4.028 0.593
B 1.455 4.271 -2.156
O 2.392 4.700 -3.041
O 0.547 5.095 -1.570
H -3.088 4.942 -1.499
H 2.968 5.377 -2.671
H 0.373 4.879 -0.646
C 1.428 -1.319 -0.987
C -0.082 -1.521 -0.911
C -0.758 -0.989 0.331
N -0.581 -1.740 1.639
C -1.484 -1.083 2.628
C -0.928 -3.200 1.512
C 0.387 -3.910 1.246
C 1.410 -3.114 2.065
C 0.850 -1.692 2.150
H 2.037 -1.999 -0.387
H 1.748 -1.440 -2.020
H 1.622 -0.293 -0.682
H -0.367 -2.553 -1.138
H -0.537 -0.915 -1.697
H -1.835 -0.956 0.160
H -0.419 0.030 0.527
H -2.510 -1.176 2.282
H -1.211 -0.034 2.704
H -1.368 -1.573 3.591
H -1.351 -3.514 2.466
H -1.676 -3.317 0.731
H 0.638 -3.886 0.189
H 0.339 -4.955 1.546
H 2.395 -3.129 1.605
H 1.516 -3.533 3.065
H 1.397 -0.962 1.562
H 0.815 -1.342 3.179
*
```